<a>
DFT (wB97M-V/def2-TZVPD) results for a molecular structure, C27H34Br2Cl3N2O5Sn.

Summary:
**Charge**: -1
**Kohn-Sham gap**: 6.96 eV
**Highest occupied orbital energy**: -5.0 eV

```
74
C27H34Br2Cl3N2O5Sn wB97M-V/def2-TZVPD
Sn -1.150 -1.333 -0.256
C -1.248 -0.121 -3.733
C -2.039 0.840 -2.900
C -2.678 1.959 -3.480
C -3.420 2.799 -2.706
C -3.573 2.540 -1.326
C -4.354 3.312 -0.436
Br -5.254 4.877 -1.045
C -4.493 2.942 0.870
C -3.844 1.798 1.347
Br -4.079 1.302 3.158
C -3.007 1.008 0.563
O -2.379 -0.021 1.017
C -2.904 1.404 -0.821
N -2.141 0.604 -1.611
H -1.237 0.178 -4.780
H -1.663 -1.127 -3.648
H -0.221 -0.174 -3.374
H -2.575 2.134 -4.543
H -3.912 3.659 -3.140
H -5.099 3.530 1.545
Cl -2.294 -2.964 2.471
C -4.048 -2.935 2.216
Cl -4.528 -2.633 0.544
H -4.454 -2.143 2.834
H -4.431 -3.907 2.497
C 2.839 -0.912 -3.146
C 2.392 -0.171 -1.887
C 3.579 0.574 -1.276
C 1.762 -1.160 -0.888
H 3.242 -0.220 -3.889
H 2.020 -1.473 -3.600
H 3.627 -1.630 -2.898
H 1.621 0.564 -2.146
H 4.385 -0.133 -1.053
H 3.313 1.077 -0.345
H 3.973 1.323 -1.969
H 2.595 -1.667 -0.382
H 1.230 -1.938 -1.455
C -0.391 3.155 1.333
C 0.596 2.349 0.484
C 1.460 3.285 -0.367
C 1.423 1.438 1.373
C 2.181 2.013 2.388
C 2.942 1.245 3.251
C 2.906 -0.134 3.127
C 2.168 -0.750 2.124
C 2.066 -2.266 2.118
C 3.427 -2.955 2.006
C 1.329 -2.749 3.373
C 1.456 0.039 1.189
N 0.838 -0.581 0.081
H -1.011 3.796 0.701
H 0.141 3.797 2.042
H -1.043 2.495 1.903
H 0.036 1.706 -0.195
H 2.241 3.759 0.232
H 0.846 4.074 -0.809
H 1.950 2.741 -1.178
H 2.173 3.092 2.506
H 3.548 1.713 4.017
H 3.457 -0.749 3.831
H 1.459 -2.557 1.262
H 4.077 -2.674 2.839
H 3.939 -2.686 1.080
H 3.307 -4.040 2.022
H 1.910 -2.541 4.275
H 1.154 -3.827 3.320
H 0.364 -2.250 3.472
O 0.049 -4.047 -2.466
Cl -1.298 -4.353 -2.029
O -2.197 -3.314 -2.514
O -1.721 -5.626 -2.542
O -1.333 -4.362 -0.575
```

---

<b>
DFT (wB97M-V/def2-TZVPD) results for a molecular structure, C27H34Br2Cl3N2O5Sn.

Summary:
**Charge**: -1
**Kohn-Sham gap**: 6.36 eV
**Highest occupied orbital energy**: -4.4 eV

```
74
C27H34Br2Cl3N2O5Sn wB97M-V/def2-TZVPD
Sn -0.784 0.428 0.239
C 0.961 -3.030 -0.334
C 0.215 -2.520 -1.517
C 0.073 -3.378 -2.636
C -0.574 -2.962 -3.754
C -1.060 -1.639 -3.822
C -1.672 -1.066 -4.964
Br -1.967 -2.112 -6.522
C -2.040 0.244 -4.971
C -1.815 1.048 -3.843
Br -2.276 2.875 -3.949
C -1.243 0.556 -2.685
O -0.991 1.296 -1.648
C -0.875 -0.835 -2.681
N -0.286 -1.300 -1.538
H 1.700 -3.764 -0.657
H 0.289 -3.519 0.367
H 1.460 -2.224 0.193
H 0.484 -4.376 -2.572
H -0.697 -3.619 -4.604
H -2.496 0.685 -5.847
Cl 3.108 -0.213 0.968
C 3.696 0.745 -0.381
Cl 2.735 0.528 -1.858
H 4.711 0.440 -0.604
H 3.644 1.793 -0.105
C -4.891 1.004 1.683
C -3.643 1.336 0.866
C -4.031 1.991 -0.455
C -2.827 0.054 0.653
H -5.512 1.891 1.830
H -4.623 0.606 2.663
H -5.497 0.250 1.170
H -3.036 2.041 1.441
H -4.679 1.323 -1.033
H -3.160 2.220 -1.069
H -4.578 2.921 -0.285
H -3.264 -0.565 -0.137
H -2.842 -0.565 1.550
C -0.944 4.609 -0.484
C 0.555 4.452 -0.218
C 1.206 3.499 -1.205
C 0.835 4.124 1.238
C 1.405 5.155 1.980
C 1.650 5.044 3.335
C 1.321 3.853 3.961
C 0.756 2.789 3.270
C 0.463 1.548 4.100
C -1.015 1.152 4.157
C 1.371 0.385 3.715
C 0.467 2.901 1.873
N -0.342 1.972 1.262
H -1.112 4.980 -1.499
H -1.391 5.313 0.221
H -1.451 3.651 -0.388
H 1.013 5.434 -0.385
H 0.785 2.505 -1.117
H 2.285 3.446 -1.035
H 1.043 3.834 -2.234
H 1.648 6.082 1.469
H 2.079 5.868 3.892
H 1.505 3.739 5.024
H 0.745 1.822 5.123
H -1.358 0.748 3.208
H -1.635 2.017 4.403
H -1.167 0.384 4.920
H 1.224 0.103 2.680
H 1.157 -0.494 4.327
H 2.419 0.662 3.854
O -2.038 -2.878 1.128
Cl -1.181 -2.577 2.247
O -1.953 -2.203 3.391
O -0.339 -3.704 2.538
O -0.314 -1.444 1.876
```

---

<a> is preferred energetically. Next in line: 50.1 kcal/mol higher.

---

<a>
DFT (wB97M-V/def2-TZVPD) results for 2 unconnected molecules or ions with the total composition H2N2O4P.

Summary:
**Charge**: -1
**Kohn-Sham gap**: 9.80 eV
**Highest occupied orbital energy**: -5.8 eV

```
9
H2N2O4P wB97M-V/def2-TZVPD
N 0.972 -0.537 0.175
N -1.625 0.159 -1.660
O -2.714 0.024 -2.250
O 2.568 0.818 1.912
O -1.552 -0.755 -0.730
O 0.037 1.367 1.630
P 1.253 0.603 1.160
H 1.736 -1.154 -0.034
H -0.674 -0.525 -0.202
```

---

<b>
DFT (wB97M-V/def2-TZVPD) results for a gas-phase ion, H2N2O4P (charge -1).

Summary:
**Charge**: -1
**Kohn-Sham gap**: 7.95 eV
**Highest occupied orbital energy**: -3.7 eV

```
9
H2N2O4P wB97M-V/def2-TZVPD
N 1.098 -0.273 -0.220
N -1.436 0.489 0.324
O -1.148 0.792 1.495
O -0.608 -0.718 -2.174
O -2.582 0.585 -0.082
O 2.014 -0.122 0.902
P -0.560 -0.965 -0.758
H 1.633 -0.288 -0.979
H 1.590 0.500 1.492
```

---

<a> is preferred energetically. Next in line: 83.1 kcal/mol higher.

---

<a>
DFT (wB97M-V/def2-TZVPD) results for C20H27N3O3S in the gas phase.

Summary:
**Charge**: 0
**Kohn-Sham gap**: 8.08 eV
**Highest occupied orbital energy**: -8.1 eV

```
54
C20H27N3O3S wB97M-V/def2-TZVPD
C 7.181 0.278 1.885
C 6.006 -0.151 1.016
C 6.268 0.131 -0.462
C 5.113 -0.330 -1.352
N 3.899 0.396 -1.065
C 2.806 -0.183 -0.548
O 2.716 -1.385 -0.337
C 1.707 0.774 -0.272
O 1.968 2.070 -0.559
N 0.889 2.826 -0.274
C -0.043 2.035 0.184
C -1.381 2.547 0.536
S -2.491 2.262 -0.909
C -3.723 1.171 -0.239
C -4.292 1.392 1.005
C -5.263 0.527 1.474
C -5.687 -0.537 0.696
C -5.138 -0.735 -0.559
C -4.153 0.114 -1.028
C 0.421 0.677 0.222
C -0.394 -0.451 0.756
O -1.515 -0.255 1.202
N 0.201 -1.648 0.734
C -0.461 -2.850 1.179
C -0.434 -3.926 0.094
C -1.117 -3.493 -1.203
C -2.609 -3.232 -1.033
H 8.083 -0.260 1.600
H 7.369 1.344 1.777
H 6.975 0.070 2.932
H 5.821 -1.218 1.150
H 5.107 0.382 1.335
H 6.432 1.202 -0.608
H 7.173 -0.391 -0.777
H 4.898 -1.387 -1.179
H 5.372 -0.186 -2.406
H 3.909 1.397 -1.188
H -1.342 3.618 0.724
H -1.796 1.987 1.370
H -3.985 2.233 1.608
H -5.695 0.691 2.450
H -6.446 -1.210 1.067
H -5.468 -1.562 -1.171
H -3.708 -0.038 -2.000
H 1.139 -1.749 0.348
H -1.485 -2.580 1.445
H 0.043 -3.227 2.077
H -0.923 -4.821 0.485
H 0.608 -4.175 -0.120
H -0.633 -2.589 -1.579
H -0.971 -4.279 -1.947
H -2.785 -2.373 -0.391
H -3.101 -4.099 -0.596
H -3.066 -3.029 -1.999
```

---

<b>
DFT (wB97M-V/def2-TZVPD) results for 2 unconnected molecules or ions with the total composition C20H27N3O3S.

Summary:
**Charge**: 0
**Kohn-Sham gap**: 8.40 eV
**Highest occupied orbital energy**: -8.1 eV

```
54
C20H27N3O3S wB97M-V/def2-TZVPD
C -1.013 1.371 -0.466
C -0.659 -0.051 -0.064
O -1.087 -0.980 -0.725
N 0.099 -0.441 1.021
C 0.511 0.315 2.208
C 0.822 1.798 1.975
C -0.483 0.153 3.358
C -1.855 -0.020 3.077
C -2.793 -0.198 4.091
C -2.388 -0.196 5.420
C -1.041 -0.014 5.746
C -0.660 -0.012 7.096
C 0.674 0.170 7.458
C 1.638 0.354 6.469
C 1.271 0.353 5.119
C -0.073 0.166 4.723
H -1.626 1.362 -1.369
H -0.114 1.954 -0.666
H -1.593 1.852 0.323
H 0.132 -1.453 1.110
H 1.455 -0.156 2.497
H -0.094 2.384 1.871
H 1.439 1.923 1.080
H 1.376 2.204 2.825
H -2.226 -0.031 2.058
H -3.841 -0.341 3.843
H -3.128 -0.336 6.202
H -1.406 -0.150 7.873
H 0.960 0.169 8.506
H 2.677 0.497 6.749
H 2.064 0.504 4.398
C 0.405 -1.435 -6.947
N 0.515 -2.499 -5.951
C 0.662 -2.373 -4.628
O 0.668 -3.385 -3.940
C 0.804 -0.974 -3.987
C 1.630 -1.019 -2.689
S 2.022 0.657 -2.105
N -0.519 -0.405 -3.702
C -1.028 0.751 -4.129
C -0.185 1.708 -4.952
O -2.180 1.058 -3.867
H 0.311 -1.875 -7.942
H -0.485 -0.835 -6.751
H 1.292 -0.799 -6.932
H 0.420 -3.452 -6.268
H 1.349 -0.348 -4.689
H 2.560 -1.557 -2.881
H 1.076 -1.568 -1.926
H 2.728 0.286 -1.031
H -1.106 -0.921 -3.057
H 0.713 1.969 -4.396
H -0.765 2.612 -5.133
H 0.076 1.254 -5.902
```

---

<b> is preferred energetically. Next in line: 23.5 kcal/mol higher.